Record 1
# C26H28F6N2O9PS4Ta

A structure of composition C26H28F6N2O9PS4Ta in a non-equilibrium geometry (the ωB97M-V functional and the def2-TZVPD basis, the Open Molecules 2025 dataset).

Geometry as XYZ:
```
77
Properties=species:S:1:pos:R:3:lowdin_charge:R:1
Ta -0.3615 0.4688 0.9490 1.818
F 3.9324 0.9633 3.4352 0.243
C 3.1536 0.0418 3.9073 -0.647
F 2.8049 0.2512 5.1423 0.226
F 3.5709 -1.1678 3.7025 0.233
S 1.4350 0.2130 2.8960 0.777
O 1.3546 1.2654 1.7713 -0.453
O 0.7880 -1.0226 2.4178 -0.380
N 0.4442 0.7994 3.9820 -0.298
S -0.7032 1.8712 3.7478 0.715
O -1.0062 2.0832 2.2673 -0.476
O -1.8373 1.6457 4.5600 -0.194
C 0.0785 3.4981 4.2653 -0.678
F -0.8755 4.2700 4.7284 0.200
F 0.9741 3.2483 5.1958 0.185
F 0.6604 4.0566 3.2170 0.168
C 3.5841 -6.4933 -1.3581 -0.027
C 3.3446 -5.0431 -1.0600 -0.238
C 2.5695 -4.6509 0.0344 -0.012
C 2.3461 -3.3148 0.3098 -0.050
C 2.9034 -2.3561 -0.5280 -0.317
C 3.6782 -2.7133 -1.6244 -0.027
C 3.8966 -4.0571 -1.8762 -0.003
S 2.6822 -0.6564 -0.1918 0.683
O 3.3794 0.1395 -1.1492 -0.238
O 3.0356 -0.4499 1.1976 -0.349
N 1.0228 -0.3817 -0.3461 -0.290
C 0.4755 -1.0054 -1.5809 -0.124
C -1.0225 -0.9674 -1.5209 -0.530
O -1.7769 -1.1510 -2.4149 0.185
O -1.4276 -0.6270 -0.2555 -0.251
H 3.1918 -7.1363 -0.5731 0.083
H 4.6505 -6.6916 -1.4661 0.096
H 3.1047 -6.7716 -2.2979 0.097
H 2.1511 -5.4080 0.6853 0.121
H 1.7665 -3.0211 1.1760 0.103
H 4.1124 -1.9503 -2.2560 0.123
H 4.5112 -4.3451 -2.7196 0.131
H 0.7844 -2.0500 -1.6659 0.137
H 0.8205 -0.4709 -2.4688 0.131
C -0.3535 3.9960 -0.1185 -0.193
P -0.9484 2.4040 -0.7470 0.970
C -2.7113 2.5924 -1.0161 -0.362
C -3.1201 3.5714 -1.9283 -0.080
C -4.4689 3.7876 -2.1470 -0.040
C -5.4128 3.0358 -1.4572 -0.038
C -5.0106 2.0739 -0.5440 -0.051
C -3.6596 1.8485 -0.3233 -0.084
C -0.1093 2.1083 -2.3081 -0.379
C 1.2810 2.2367 -2.3453 -0.110
C 1.9606 2.0131 -3.5288 -0.053
C 1.2561 1.6609 -4.6757 -0.039
C -0.1240 1.5251 -4.6392 -0.042
C -0.8134 1.7489 -3.4557 -0.082
H -0.4321 4.7339 -0.9170 0.072
H 0.6856 3.9349 0.2043 0.055
H -0.9762 4.2921 0.7237 0.058
H -2.3913 4.1614 -2.4716 0.119
H -4.7853 4.5425 -2.8536 0.122
H -6.4666 3.2048 -1.6329 0.121
H -5.7513 1.4997 -0.0041 0.114
H -3.3637 1.0956 0.3966 0.074
H 1.8476 2.4942 -1.4577 0.107
H 3.0371 2.1096 -3.5542 0.122
H 1.7887 1.4915 -5.6021 0.120
H -0.6682 1.2437 -5.5302 0.121
H -1.8881 1.6251 -3.4302 0.113
C -1.7274 -2.7776 3.1617 -0.211
S -2.7565 -1.3646 2.8305 1.059
C -3.7713 -1.9913 1.4914 -0.186
O -1.8106 -0.3274 2.1754 -0.697
H -1.3093 -3.1791 2.2401 0.078
H -2.3700 -3.5089 3.6542 0.084
H -0.9486 -2.4551 3.8490 0.065
H -4.7229 -1.4664 1.5204 0.070
H -3.9270 -3.0564 1.6563 0.079
H -3.2556 -1.8174 0.5496 0.055
```

- gap between HOMO and LUMO (eV) = 6.988
- total energy (Ha) = -4384.04357
- energy relative to the best compared isomer or geometry (same formula, charge and spin) (kJ/mol) = 273.51
- total charge = +2

=====

Record 2
# C26H28N2O4S

An isolated molecule of C26H28N2O4S in a non-equilibrium geometry (the ωB97M-V functional and the def2-TZVPD basis, the Open Molecules 2025 dataset).

Geometry as XYZ:
```
61
Properties=species:S:1:pos:R:3:lowdin_charge:R:1
C -0.9351 0.6054 2.0447 0.020
C -0.8586 -0.3434 3.2321 -0.530
C -1.7730 0.0796 4.3782 0.010
O -1.3291 -1.6597 2.8420 0.045
C -0.4729 -2.4345 2.0765 -0.465
O -0.9608 -3.2299 1.2766 0.045
C 0.9496 -2.3137 2.3045 -0.070
C 1.8065 -3.3395 1.6531 -0.179
C 2.7648 -2.8711 0.5463 -0.256
C 2.8556 -1.5281 0.1773 -0.065
C 3.7578 -1.1373 -0.8208 -0.072
C 4.5064 -2.0860 -1.5082 -0.091
C 4.3965 -3.4419 -1.1744 -0.086
C 3.5275 -3.8377 -0.1571 -0.066
C 1.4146 -1.1525 3.0120 -0.458
O 2.5689 -0.7355 3.0084 -0.010
O 0.4870 -0.4391 3.7453 0.054
H -0.3407 0.2367 1.2002 0.094
H -1.9829 0.6913 1.7351 0.097
H -0.5812 1.5975 2.3443 0.097
H -1.6884 -0.6447 5.1923 0.093
H -1.4923 1.0718 4.7329 0.091
H -2.8086 0.0982 4.0230 0.094
H 1.0824 -3.9678 1.1244 0.139
H 2.2857 -0.7936 0.7409 0.109
H 3.8388 -0.0736 -1.0570 0.109
H 5.2112 -1.7729 -2.2886 0.105
H 4.9727 -4.1928 -1.7263 0.105
H 3.4272 -4.8969 0.0941 0.118
C -0.5300 -5.3490 3.5120 -0.060
C 0.7190 -5.9728 2.8942 -0.350
C 0.6174 -7.4674 3.1868 -0.091
C 2.0004 -5.3060 3.4514 -0.201
C 3.0864 -6.3195 3.6685 -0.147
C 4.2452 -5.7494 4.4235 -0.120
N 4.6137 -4.4803 3.8176 -0.006
C 5.8097 -3.8363 4.1661 -0.226
C 5.9783 -2.6764 3.4321 -0.403
C 7.1016 -1.8738 3.6279 -0.059
C 8.0675 -2.2780 4.5656 -0.075
C 7.8945 -3.4608 5.3033 -0.075
C 6.7476 -4.2334 5.1153 -0.013
S 4.6555 -2.4312 2.3361 1.289
C 3.8400 -3.8007 2.9355 -0.389
N 2.5794 -4.1809 2.6197 0.063
H -0.8129 -5.8952 4.4163 0.083
H -0.3539 -4.3057 3.7716 0.072
H -1.3601 -5.4042 2.7973 0.094
H 0.7176 -5.8187 1.8084 0.139
H 0.5703 -7.6432 4.2711 0.087
H -0.3181 -7.8673 2.7801 0.092
H 1.4343 -8.0601 2.7683 0.074
H 1.7417 -4.8646 4.4308 0.168
H 2.7002 -7.1429 4.2741 0.117
H 3.3947 -6.7415 2.6970 0.146
H 4.0017 -5.6022 5.4884 0.146
H 5.0989 -6.4361 4.3874 0.136
H 7.1838 -0.9659 3.0394 0.113
H 8.9569 -1.6692 4.7134 0.105
H 8.6587 -3.7738 6.0188 0.108
H 6.5580 -5.1425 5.6854 0.108
```

- gap between HOMO and LUMO (eV) = 7.431
- total energy (Ha) = -1816.22956
- energy relative to the best compared isomer or geometry (same formula, charge and spin) (kJ/mol) = 86.73

=====

Record 3
# C26H28N3O

A cluster of 2 separate species, C26H28N3O in total in a non-equilibrium geometry (the ωB97M-V functional and the def2-TZVPD basis, the Open Molecules 2025 dataset).

Geometry as XYZ:
```
58
Properties=species:S:1:pos:R:3:lowdin_charge:R:1
C 6.6160 -0.9460 -1.0715 -0.075
C 5.8213 -1.6025 -1.9937 -0.072
C 5.0574 -0.8836 -2.8819 -0.019
C 5.0751 0.5135 -2.8658 -0.218
O 4.2215 1.2957 -3.6921 0.017
C 2.8474 1.3181 -3.3566 -0.152
C 2.3055 2.4078 -2.6558 0.038
C 1.0103 2.3932 -2.2348 0.024
C 0.1572 1.2914 -2.5041 -0.169
C -1.1592 1.3492 -2.0034 0.143
C -2.2535 0.4369 -2.0500 -0.175
C -3.4915 0.8740 -1.5301 -0.014
C -4.6164 0.0917 -1.6159 -0.049
C -4.5604 -1.1481 -2.2237 -0.021
C -3.3556 -1.6271 -2.7036 -0.036
C -2.2145 -0.8670 -2.5904 0.014
C 0.6958 0.2395 -3.2893 0.029
C 2.0038 0.2438 -3.6769 0.033
C 5.9046 1.1573 -1.9458 -0.010
C 6.6614 0.4357 -1.0559 -0.071
H 7.2069 -1.5093 -0.3702 0.108
H 5.8139 -2.6802 -2.0261 0.111
H 4.4469 -1.3856 -3.6105 0.106
H 2.9392 3.2543 -2.4622 0.133
H 0.6189 3.2342 -1.6867 0.130
H -1.3936 2.2769 -1.5061 0.130
H -3.5499 1.8495 -1.0769 0.124
H -5.5508 0.4529 -1.2231 0.118
H -5.4551 -1.7404 -2.3213 0.123
H -3.3148 -2.5971 -3.1757 0.121
H -1.2770 -1.3140 -2.8559 0.098
H 0.0649 -0.5444 -3.6546 0.100
H 2.4129 -0.5595 -4.2641 0.125
H 5.9204 2.2328 -1.9506 0.118
H 7.2973 0.9508 -0.3538 0.112
C 0.6495 -0.3524 3.7012 -0.167
C 0.4171 -0.3598 2.1878 -0.292
N -0.8571 0.0703 1.7873 0.029
C -1.8598 -0.1122 2.5948 -0.359
N -1.7556 -0.7166 3.8593 -0.051
C -0.4533 -1.1497 4.3766 -0.162
C -2.8767 -0.6950 4.8214 -0.156
C -4.2437 -0.6669 4.1358 -0.162
C -4.2815 0.4082 3.0501 -0.195
N -3.1160 0.3178 2.1737 0.047
H 1.6402 -0.7522 3.9542 0.114
H 0.6383 0.6822 4.0658 0.116
H 1.1596 0.2751 1.6819 0.100
H 0.5682 -1.3709 1.7870 0.109
H -0.3463 -2.2205 4.1727 0.124
H -0.4370 -1.0276 5.4648 0.121
H -2.7888 -1.5604 5.4884 0.122
H -2.7478 0.1874 5.4567 0.123
H -4.4478 -1.6469 3.6861 0.117
H -5.0419 -0.5089 4.8756 0.119
H -5.2011 0.3356 2.4587 0.114
H -4.2823 1.4041 3.5075 0.113
H -3.2420 0.5650 1.1919 0.103
```

- gap between HOMO and LUMO (eV) = 4.272
- total energy (Ha) = -1246.77821
- energy relative to the best compared isomer or geometry (same formula, charge and spin) (kJ/mol) = 178.48
- total charge = +1

=====

Record 4
# C26H28N6O4PRhS3

A structure of composition C26H28N6O4PRhS3 (the ωB97M-V functional and the def2-TZVPD basis, the Open Molecules 2025 dataset).

Geometry as XYZ:
```
69
Properties=species:S:1:pos:R:3:lowdin_charge:R:1
Rh 0.6546 -0.8110 0.6642 0.518
N -1.5506 -0.6486 -3.1043 0.065
C -0.9301 -0.3281 -1.9292 -0.861
S -1.5163 -1.0655 -0.4702 0.646
N 0.0240 0.5677 -1.9876 0.009
N 0.4799 0.7596 -0.7197 -0.173
C 0.6421 1.9292 -0.2409 -0.080
C 0.6230 2.0131 1.2178 -0.278
C 0.7174 3.2216 1.8929 -0.025
C 0.4388 3.2620 3.2464 -0.067
C 0.0395 2.0987 3.8830 -0.046
C -0.0142 0.9220 3.1528 -0.098
N 0.2936 0.8685 1.8614 -0.046
H -2.4161 -1.1529 -3.0309 0.070
H -1.4520 0.0081 -3.8608 0.088
H 0.5430 2.8217 -0.8527 0.127
H 0.9984 4.1116 1.3463 0.112
H 0.5145 4.1929 3.7939 0.104
H -0.2216 2.0877 4.9316 0.103
H -0.3060 -0.0139 3.6042 0.098
C -2.7364 -3.8298 3.2921 -0.082
C -1.5828 -3.6154 2.3377 -0.338
O -0.7225 -2.6253 2.9123 -0.371
P 0.7958 -2.3919 2.3259 0.193
S 1.7695 -4.0802 2.1405 0.255
S 2.8685 -0.4383 1.1662 0.235
O 1.3221 -1.5138 3.5868 -0.450
C 1.3306 -1.8213 4.9777 -0.285
C 1.1104 -3.2640 5.3926 -0.114
H -3.4275 -4.5683 2.8809 0.071
H -3.2834 -2.8988 3.4535 0.071
H -2.3780 -4.1915 4.2578 0.066
H -1.9281 -3.2750 1.3613 0.069
H -1.0142 -4.5327 2.1778 0.078
H 0.5628 -1.1900 5.4426 0.106
H 2.3002 -1.4780 5.3458 0.115
H 0.1389 -3.6283 5.0636 0.057
H 1.1511 -3.3043 6.4850 0.071
H 1.8746 -3.9165 4.9793 0.036
O -0.2717 -3.9553 -0.3969 -0.014
C 0.6586 -3.4349 -0.9696 -0.611
N 1.3446 -4.0090 -2.0172 0.154
C 2.4515 -3.2041 -2.4623 -0.274
C 2.2024 -1.9261 -1.6147 -0.498
O 2.8483 -0.9067 -1.7573 0.003
N 1.2116 -2.1790 -0.7299 -0.032
C 2.3379 -2.9281 -3.9572 -0.134
C 1.6124 -1.8372 -4.4277 -0.007
C 1.4326 -1.6525 -5.7906 -0.081
C 1.9696 -2.5521 -6.7014 -0.109
C 2.6919 -3.6421 -6.2387 -0.094
C 2.8756 -3.8247 -4.8750 -0.037
C 3.8151 -3.7413 -2.0478 -0.144
C 4.9697 -3.1621 -2.5716 -0.029
C 6.2192 -3.5982 -2.1648 -0.084
C 6.3328 -4.6120 -1.2210 -0.105
C 5.1879 -5.1699 -0.6764 -0.080
C 3.9333 -4.7330 -1.0837 -0.021
H 1.2117 -4.9791 -2.2382 0.153
H 1.1959 -1.1214 -3.7304 0.091
H 0.8727 -0.7941 -6.1423 0.097
H 1.8292 -2.4023 -7.7650 0.092
H 3.1177 -4.3506 -6.9389 0.094
H 3.4525 -4.6701 -4.5184 0.117
H 4.8783 -2.3560 -3.2882 0.123
H 7.1088 -3.1372 -2.5766 0.096
H 7.3105 -4.9489 -0.8986 0.092
H 5.2633 -5.9351 0.0860 0.099
H 3.0453 -5.1366 -0.6146 0.093
```

- gap between HOMO and LUMO (alpha / beta) (eV) = 6.837 / 6.497
- 2S+1 = 2
- total energy (Ha) = -3283.76574
- ⟨S²⟩ = 0.755
- energy relative to the best compared isomer or geometry (same formula, charge and spin) (kJ/mol) = 45.35
- total charge = -1